Record 1
Formula: C43H46LaN6PS
Source: the Open Molecules 2025 dataset
Level of theory: wB97M-V/def2-TZVPD

Results
orbital gap = 6.4 eV
ΔE to the lowest compared entry with this formula, charge and spin = 0.121 eV
total charge = +2
2S+1 = 1

Cartesian coordinates (Å):
1 La -0.27946 0.64846 0.81785
2 C 4.03274 -2.13955 0.63894
3 C 3.04207 -1.01929 0.56083
4 N 2.08340 -0.86760 1.38618
5 N 2.01467 -1.74039 2.44934
6 C 1.33782 -1.32068 3.55108
7 N 1.42171 -2.12989 4.60346
8 S 0.42710 0.10108 3.60385
9 C 3.16150 0.06282 -0.47279
10 C 4.35248 0.26631 -1.13599
11 C 4.44949 1.30421 -2.05273
12 C 3.34428 2.09468 -2.28625
13 C 2.19314 1.83371 -1.55930
14 N 2.09440 0.84950 -0.66334
15 H 4.63123 -2.07625 1.55388
16 H 4.70931 -2.15771 -0.20953
17 H 3.50343 -3.09729 0.62830
18 H 2.63290 -2.53539 2.49356
19 H 2.01428 -2.94325 4.63054
20 H 0.94130 -1.86592 5.44830
21 H 5.20690 -0.36827 -0.94927
22 H 5.38054 1.48001 -2.57875
23 H 3.36597 2.91039 -2.99803
24 H 1.31417 2.45002 -1.70152
25 C -3.07333 -0.83509 1.78950
26 C -3.14488 0.01270 0.66884
27 C -2.75294 1.31729 1.08194
28 C -2.49736 1.26174 2.47974
29 C -2.68504 -0.06125 2.90392
30 C -2.61774 -0.59753 4.30278
31 C -2.20970 2.46251 3.34160
32 C -3.26979 2.57092 0.41066
33 C -3.85275 -0.26738 -0.62962
34 C -3.49497 -2.27090 1.88924
35 H -3.62680 -0.81138 4.67039
36 H -2.15841 0.10355 4.99908
37 H -2.05776 -1.53660 4.35875
38 H -3.11532 3.05104 3.51936
39 H -1.48442 3.14832 2.89228
40 H -1.81904 2.18400 4.32324
41 H -4.33085 2.72463 0.62897
42 H -3.18462 2.53681 -0.68265
43 H -2.75698 3.46659 0.76649
44 H -4.80534 0.27236 -0.65441
45 H -4.07737 -1.32690 -0.74696
46 H -3.29984 0.03927 -1.51999
47 H -4.34848 -2.37538 2.56932
48 H -2.70300 -2.91180 2.28561
49 H -3.79523 -2.67639 0.92583
50 C 3.62339 -3.40749 -3.08125
51 C 3.27026 -2.13576 -3.51439
52 C 2.12165 -1.52386 -3.02812
53 C 1.29739 -2.17593 -2.10871
54 C 1.65203 -3.45938 -1.68979
55 C 2.81012 -4.06732 -2.16743
56 P -0.22296 -1.35414 -1.47311
57 C -1.39699 -2.73492 -1.32841
58 C -1.25856 -3.53562 -0.19557
59 C -2.00143 -4.69803 -0.04540
60 C -2.93034 -5.04900 -1.01629
61 C -3.10638 -4.23407 -2.12970
62 C -2.33516 -3.08944 -2.29402
63 C -0.75060 -0.31840 -2.87980
64 C -0.76266 -0.78122 -4.19771
65 C -1.19254 0.03836 -5.23148
66 C -1.61928 1.33696 -4.96813
67 C -1.60909 1.82073 -3.66762
68 C -1.17389 0.99164 -2.64135
69 H 4.51153 -3.89199 -3.47166
70 H 3.88432 -1.62114 -4.24538
71 H 1.85910 -0.53759 -3.39503
72 H 1.01066 -4.01521 -1.01433
73 H 3.05737 -5.07259 -1.84538
74 H -0.55582 -3.25296 0.58579
75 H -1.87530 -5.31299 0.83665
76 H -3.52232 -5.94947 -0.90294
77 H -3.83937 -4.49664 -2.88364
78 H -2.47862 -2.47734 -3.17636
79 H -0.42791 -1.78853 -4.41871
80 H -1.20011 -0.33643 -6.24832
81 H -1.96058 1.97107 -5.77782
82 H -1.95012 2.82838 -3.45630
83 H -1.19279 1.40637 -1.63509
84 N 0.09333 5.34320 0.29678
85 C -0.30578 4.10528 -0.02369
86 N 0.26747 3.17965 0.71802
87 C 1.11473 3.88459 1.60076
88 C 1.97836 3.41919 2.59496
89 C 2.69061 4.36063 3.30524
90 C 2.55985 5.73879 3.04119
91 C 1.71772 6.20665 2.05539
92 C 1.00738 5.24142 1.34681
93 H -0.23913 6.19036 -0.13466
94 H -1.03636 3.92208 -0.80010
95 H 2.08574 2.36277 2.81262
96 H 3.36571 4.03705 4.08719
97 H 3.13431 6.44603 3.62557
98 H 1.61758 7.26543 1.84816

Atomic forces in eV per Å
La 0.0 -0.9 1.2
C 0.0 0.0 0.0
C 0.3 0.3 -0.5
N -0.1 -0.2 0.3
N -0.4 0.5 -0.3
C 0.0 0.0 0.0
N -0.1 0.1 0.2
S 0.4 -0.4 0.3
C -0.1 -0.4 0.3
C 0.3 0.0 -0.2
C 0.2 -0.1 0.0
C -0.1 0.1 0.0
C 0.0 -0.1 0.0
N -0.3 0.3 -0.1
H 0.0 0.0 0.0
H -0.1 0.0 0.0
H 0.0 0.0 0.0
H 0.1 -0.1 0.0
H 0.0 0.0 0.0
H 0.0 0.0 0.0
H 0.0 0.1 0.0
H -0.1 0.0 0.0
H 0.0 -0.1 0.0
H 0.0 0.0 0.0
C 0.3 -0.3 -0.3
C 0.1 0.0 -0.5
C -1.3 0.9 -0.2
C 0.3 0.4 0.2
C 0.5 0.0 0.3
C -0.1 0.0 0.0
C 0.0 0.0 0.1
C 0.2 0.0 -0.2
C -0.1 -0.1 0.0
C -0.1 0.0 0.0
H 0.0 0.0 0.0
H 0.0 0.0 -0.1
H 0.0 0.1 -0.1
H 0.0 -0.1 0.0
H 0.0 0.0 0.0
H 0.0 0.0 -0.1
H 0.0 -0.1 0.0
H 0.0 0.0 0.1
H 0.0 0.0 0.0
H 0.0 0.0 0.0
H 0.0 0.0 0.0
H 0.0 0.0 0.1
H 0.1 0.1 -0.1
H 0.0 0.0 0.0
H 0.0 0.0 0.0
C 0.0 0.0 0.0
C 0.0 0.0 0.0
C 0.0 0.0 0.0
C 0.0 0.0 -0.1
C 0.1 -0.1 0.0
C -0.1 0.1 0.0
P -0.1 -0.3 -0.4
C 0.1 -0.1 -0.1
C 0.0 -0.1 0.1
C -0.1 0.1 -0.1
C 0.0 0.1 0.0
C 0.0 0.0 0.0
C -0.1 0.0 -0.1
C -0.1 0.1 0.0
C 0.0 0.0 0.0
C 0.0 0.1 0.0
C 0.0 0.0 0.0
C 0.0 -0.1 0.0
C 0.1 0.0 0.0
H -0.1 0.0 0.0
H 0.0 0.0 0.0
H 0.0 0.0 0.0
H 0.1 0.1 -0.1
H 0.0 0.1 0.0
H 0.0 0.0 0.0
H 0.0 0.0 0.0
H 0.0 0.1 0.0
H 0.0 0.0 0.1
H 0.0 0.0 0.1
H 0.0 0.0 0.0
H 0.0 0.0 0.1
H 0.0 -0.1 0.0
H 0.0 -0.1 0.0
H -0.1 0.0 0.0
N 0.1 0.2 0.1
C 0.1 -0.1 0.2
N 0.0 0.2 0.0
C -0.1 -0.5 -0.2
C 0.0 -0.1 0.0
C 0.0 0.1 0.0
C 0.0 -0.1 0.0
C 0.0 0.0 0.0
C -0.3 0.4 -0.3
H 0.0 0.0 0.0
H 0.1 0.0 0.1
H 0.0 0.0 0.0
H 0.0 0.0 0.0
H 0.0 0.0 0.0
H 0.0 -0.1 0.0

Löwdin charges, unit e, in atom order:
1. La 1.73
2. C 0.00
3. C -0.25
4. N -0.01
5. N 0.00
6. C -0.78
7. N 0.14
8. S 0.71
9. C -0.24
10. C 0.00
11. C -0.01
12. C -0.02
13. C -0.13
14. N 0.01
15. H 0.11
16. H 0.08
17. H 0.09
18. H 0.14
19. H 0.13
20. H 0.12
21. H 0.12
22. H 0.13
23. H 0.12
24. H 0.09
25. C -0.23
26. C -0.31
27. C -0.48
28. C -0.36
29. C -0.29
30. C -0.07
31. C -0.04
32. C -0.05
33. C -0.02
34. C -0.03
35. H 0.10
36. H 0.06
37. H 0.07
38. H 0.10
39. H 0.06
40. H 0.07
41. H 0.10
42. H 0.07
43. H 0.06
44. H 0.10
45. H 0.07
46. H 0.06
47. H 0.10
48. H 0.07
49. H 0.06
50. C -0.06
51. C -0.06
52. C -0.11
53. C -0.35
54. C -0.09
55. C -0.07
56. P 1.02
57. C -0.38
58. C -0.16
59. C -0.08
60. C -0.05
61. C -0.05
62. C -0.07
63. C -0.38
64. C -0.09
65. C -0.04
66. C -0.05
67. C -0.06
68. C -0.15
69. H 0.12
70. H 0.12
71. H 0.10
72. H 0.09
73. H 0.12
74. H 0.10
75. H 0.12
76. H 0.12
77. H 0.12
78. H 0.10
79. H 0.12
80. H 0.12
81. H 0.12
82. H 0.11
83. H 0.04
84. N 0.16
85. C -0.18
86. N -0.04
87. C -0.23
88. C -0.02
89. C -0.06
90. C -0.05
91. C 0.01
92. C -0.18
93. H 0.18
94. H 0.13
95. H 0.07
96. H 0.11
97. H 0.12
98. H 0.12

Record 2
Formula: C13H11BN5O5Pt
Source: the Open Molecules 2025 dataset
Level of theory: wB97M-V/def2-TZVPD

Results
orbital gap = 8.4 eV
ΔE to the lowest compared entry with this formula, charge and spin = 0.569 eV
total charge = -1
2S+1 = 1

Cartesian coordinates (Å):
1 Pt 0.21804 0.22010 0.22267
2 O -3.43391 -3.46857 -4.28592
3 C -2.73663 -2.73385 -3.36627
4 C -3.30866 -2.36653 -2.14740
5 C -2.51516 -1.62242 -1.28898
6 N -1.29881 -1.28710 -1.61541
7 C -0.74485 -1.62543 -2.74893
8 C -1.43058 -2.36913 -3.69476
9 C 0.66560 -1.07268 -2.76068
10 O 1.40748 -1.24628 -3.71997
11 O 0.97324 -0.43350 -1.68725
12 C -2.80531 -1.07197 0.09121
13 O -3.89605 -1.24862 0.62340
14 O -1.81678 -0.43144 0.60312
15 H -4.31035 -3.64908 -3.93137
16 H -4.32009 -2.64523 -1.87517
17 H -0.98466 -2.65613 -4.63635
18 B 2.21110 1.91322 2.65492
19 N 0.71237 1.58228 2.87111
20 C 0.12705 1.93410 4.01829
21 C -1.20001 1.56264 3.97865
22 C -1.35732 0.96834 2.73444
23 N -0.19106 0.98188 2.07150
24 N 2.71583 1.58372 1.22689
25 C 3.95408 1.93784 0.87534
26 C 4.17194 1.57072 -0.43554
27 C 2.98300 0.97481 -0.83204
28 N 2.10738 0.98390 0.18475
29 H 2.35092 3.10537 2.82639
30 H 2.86820 1.28044 3.45466
31 H 0.70833 2.43093 4.77664
32 H -1.95309 1.69620 4.73456
33 H -2.22219 0.52502 2.28188
34 H 4.58473 2.43460 1.59320
35 H 5.05859 1.70810 -1.02826
36 H 2.70762 0.53376 -1.76933

Atomic forces in eV per Å
Pt -0.1 0.0 0.0
O 0.0 0.0 0.0
C 0.0 0.0 0.0
C 0.0 0.0 0.0
C 0.0 0.0 0.0
N 0.0 0.0 0.0
C 0.0 0.0 0.0
C 0.0 0.0 0.0
C 0.0 0.0 0.0
O 0.0 0.0 0.0
O 0.1 0.0 0.0
C 0.0 0.0 0.0
O 0.0 0.0 0.0
O 0.0 0.0 0.0
H 0.0 0.0 0.0
H 0.0 0.0 0.0
H 0.0 0.0 0.0
B 0.0 -0.1 0.0
N 0.0 0.1 0.0
C 0.0 0.0 0.0
C 0.0 0.0 0.0
C 0.0 0.0 0.0
N 0.1 0.0 -0.1
N 0.0 0.1 0.0
C 0.0 0.0 0.0
C 0.0 0.0 0.0
C 0.0 0.0 0.0
N -0.1 0.0 0.0
H 0.0 0.0 0.0
H 0.0 0.0 0.0
H 0.0 0.0 0.0
H 0.0 0.0 0.0
H 0.0 0.0 0.0
H 0.0 0.0 0.0
H 0.0 0.0 0.0
H 0.0 0.0 0.0

Löwdin charges, unit e, in atom order:
1. Pt 1.21
2. O 0.04
3. C -0.29
4. C 0.06
5. C -0.18
6. N 0.10
7. C -0.17
8. C 0.07
9. C -0.57
10. O 0.03
11. O -0.24
12. C -0.58
13. O 0.03
14. O -0.23
15. H 0.10
16. H 0.12
17. H 0.12
18. B -0.43
19. N -0.07
20. C -0.11
21. C -0.06
22. C -0.12
23. N -0.11
24. N -0.07
25. C -0.11
26. C -0.06
27. C -0.12
28. N -0.11
29. H 0.07
30. H 0.07
31. H 0.12
32. H 0.09
33. H 0.09
34. H 0.12
35. H 0.09
36. H 0.09

Record 3
Formula: C2H5NO
Source: the Open Molecules 2025 dataset
Level of theory: wB97M-V/def2-TZVPD

Results
orbital gap = 10.4 eV
ΔE to the lowest compared entry with this formula, charge and spin = 1.260 eV
total charge = 0
2S+1 = 1

Cartesian coordinates (Å):
1 C 0.11607 0.24351 0.95675
2 N 0.05975 -1.08932 0.37192
3 C -0.49628 0.25111 -2.34923
4 O -0.63167 1.35115 -2.10727
5 H -0.79333 0.80290 0.72061
6 H 0.15514 0.15827 2.04650
7 H 0.97244 0.85598 0.63715
8 H 0.99480 -1.47543 0.26723
9 H -0.37694 -1.09818 -0.54366

Atomic forces in eV per Å
C 0.0 0.2 0.2
N 0.2 -0.2 -0.1
C -0.2 1.3 0.1
O 0.2 -1.2 -0.3
H 0.1 -0.1 0.0
H 0.0 0.0 -0.1
H -0.1 -0.1 0.0
H -0.3 0.0 0.0
H 0.2 0.0 0.2

Löwdin charges, unit e, in atom order:
1. C -0.22
2. N -0.08
3. C 0.02
4. O 0.04
5. H 0.06
6. H 0.06
7. H 0.07
8. H 0.06
9. H -0.02

Record 4
Formula: C2H2O3S
Source: the Open Molecules 2025 dataset
Level of theory: wB97M-V/def2-TZVPD

Results
orbital gap = 8.2 eV
ΔE to the lowest compared entry with this formula, charge and spin = 2.275 eV
total charge = 0
2S+1 = 1

Cartesian coordinates (Å):
1 C -0.21067 0.39971 1.40180
2 C -0.24844 0.28319 0.12892
3 O -2.04264 1.56887 3.86110
4 O 0.04417 0.50386 2.52667
5 O -2.73259 -0.73562 4.26345
6 S -2.20125 0.55599 4.81668
7 H 0.77556 0.14309 -0.30948
8 H -1.13715 -0.00874 -0.40339

Atomic forces in eV per Å
C 1.1 0.0 1.9
C 0.7 -0.7 -2.3
O 0.2 2.0 -0.9
O -0.4 0.1 0.2
O 1.4 3.1 1.9
S -1.8 -5.0 -0.9
H -1.2 0.3 0.3
H 0.0 0.2 -0.1

Löwdin charges, unit e, in atom order:
1. C -0.30
2. C 0.00
3. O -0.43
4. O 0.13
5. O -0.46
6. S 0.90
7. H 0.10
8. H 0.06

What is the orbital gap in the third record? 10.4 eV

ΔE to the lowest compared entry with this formula, charge and spin of number 4 (C2H2O3S)? 2.275 eV